(1)
Below is 8 unconnected molecules or ions with the total composition C17H50N6O8 in a non-equilibrium geometry, with properties calculated with the ωB97M-V functional and the def2-TZVPD basis.

Multiplicity: 1
ΔE to the lowest compared entry with this formula, charge and spin in kcal per mole: 86.7
HOMO-LUMO gap in eV: 9.18

Cartesian coordinates (Å):
C (-24.14051, 16.48708, 26.94988)
C (-25.12990, 17.39966, 27.84605)
O (-24.74098, 17.35105, 29.21973)
H (-24.60849, 16.08927, 26.04941)
H (-23.67299, 15.73511, 27.58554)
H (-23.24662, 17.07983, 26.75569)
H (-26.16201, 17.05422, 27.90538)
H (-25.09291, 18.45779, 27.58700)
H (-24.89526, 16.44732, 29.50449)
C (-28.15486, 19.15115, 26.71106)
O (-28.76638, 18.35171, 25.99205)
N (-28.28376, 19.33560, 27.94859)
N (-27.38153, 20.01609, 26.26541)
H (-28.97942, 18.76899, 28.41239)
H (-27.80428, 20.09983, 28.40262)
H (-27.19892, 19.88311, 25.28099)
H (-26.96888, 20.76952, 26.79659)
C (-27.52183, 20.92755, 22.87516)
O (-26.80507, 20.22307, 23.63485)
N (-27.05635, 21.80900, 22.07837)
N (-28.79862, 20.98596, 22.84573)
H (-26.06237, 21.98707, 22.05846)
H (-27.73302, 22.43262, 21.66207)
H (-29.29453, 20.38087, 23.48450)
H (-29.20732, 21.57613, 22.13526)
C (-23.47327, 22.69678, 27.31171)
O (-23.54449, 23.19210, 28.36783)
N (-24.44274, 21.96450, 26.87209)
N (-22.48621, 22.82404, 26.50758)
H (-24.51235, 21.63895, 25.91853)
H (-25.19657, 21.92420, 27.54308)
H (-22.36984, 22.38254, 25.60667)
H (-21.65664, 23.29410, 26.84068)
C (-23.80555, 18.77284, 23.06006)
C (-23.67103, 19.46701, 24.37723)
C (-22.24023, 19.67667, 24.80699)
O (-24.39551, 20.61340, 24.36317)
H (-24.85953, 18.64300, 22.81435)
H (-23.15613, 17.91728, 22.87467)
H (-23.48321, 19.50133, 22.31608)
H (-24.17459, 18.74309, 25.01791)
H (-21.62422, 18.78514, 24.68958)
H (-22.20847, 20.10482, 25.80888)
H (-21.70140, 20.38861, 24.18177)
H (-25.26140, 20.40819, 24.00297)
C (-26.75291, 16.70157, 24.02465)
C (-28.04665, 16.92435, 23.23271)
C (-28.02668, 16.15263, 21.87376)
O (-29.21497, 16.69621, 23.95963)
H (-26.68999, 17.37121, 24.88240)
H (-25.84002, 16.72499, 23.42952)
H (-26.80925, 15.72982, 24.51519)
H (-28.02144, 17.93536, 22.82609)
H (-27.05855, 16.20422, 21.37559)
H (-28.85539, 16.55603, 21.29187)
H (-28.19268, 15.08199, 21.99326)
H (-29.06107, 17.15024, 24.79135)
C (-19.92432, 16.71306, 27.05675)
C (-19.12229, 17.83753, 27.70363)
C (-18.09524, 18.26957, 26.66427)
O (-20.07821, 18.81204, 27.91812)
H (-20.79158, 16.46844, 27.67003)
H (-19.41289, 15.75450, 26.96908)
H (-20.33360, 17.01924, 26.09401)
H (-18.62738, 17.66114, 28.65865)
H (-17.29003, 18.92063, 27.00465)
H (-18.69938, 18.72637, 25.88040)
H (-17.55590, 17.44910, 26.19094)
H (-20.64384, 18.55259, 28.64911)
C (-23.26181, 19.13246, 19.09013)
C (-22.61612, 18.76535, 17.75288)
C (-23.61188, 18.26528, 16.69686)
O (-22.07041, 19.89141, 17.28005)
H (-24.21835, 19.55784, 18.78651)
H (-22.66864, 19.80063, 19.71449)
H (-23.47498, 18.25771, 19.70452)
H (-21.80841, 18.03761, 17.83099)
H (-23.14703, 17.92336, 15.77215)
H (-24.40119, 18.98751, 16.48838)
H (-24.15611, 17.43880, 17.15387)
H (-22.62130, 20.66461, 17.42246)

Forces on the atoms, in the same order (eV/Å):
C -0.584 1.588 1.425
C 0.841 -1.315 0.095
O 0.600 0.200 0.190
H 0.184 0.022 0.106
H -0.713 -0.574 0.031
H -0.197 0.352 -0.652
H -0.163 -0.034 -1.116
H -0.008 -0.160 -0.331
H 0.062 -0.037 0.181
C -2.851 -2.584 -2.127
O -0.218 -0.680 0.397
N -2.402 -1.138 7.330
N 5.003 4.379 -4.859
H 0.259 0.369 0.447
H -0.432 -0.598 0.288
H 0.520 0.825 -0.281
H -0.034 -0.414 -0.419
C 2.555 -1.862 2.891
O -1.213 0.120 -1.248
N 3.242 3.155 -3.168
N -4.450 -1.434 1.094
H -0.263 0.166 -0.215
H 1.026 0.225 -0.189
H -0.529 0.129 -0.384
H -0.722 -0.653 0.632
C -0.917 -0.662 -0.624
O 0.305 2.756 5.524
N -3.826 -2.518 -1.113
N 5.407 1.098 -3.473
H -0.187 -0.350 0.025
H -0.001 -0.149 -0.498
H -0.450 -0.101 0.329
H -0.324 -0.015 0.057
C 0.475 1.007 -1.859
C 0.715 -2.914 0.194
C 0.243 0.562 -0.021
O 0.350 2.477 0.288
H 0.060 -0.642 0.139
H -0.410 -0.328 0.420
H 0.230 0.207 -0.376
H 0.236 -0.050 1.063
H -0.304 -0.251 0.535
H 0.199 -0.453 0.204
H -0.323 0.351 -0.405
H -0.897 0.122 -0.281
C -0.600 -0.541 0.697
C 1.444 -0.138 -1.948
C -0.571 -0.500 1.205
O 0.149 -0.650 -0.600
H 0.137 0.432 -0.221
H -0.170 0.195 -0.062
H 0.015 -0.406 -0.206
H -0.039 0.706 0.522
H -0.103 0.581 -0.085
H 0.233 -0.113 -0.379
H -0.229 -0.117 0.245
H -0.290 0.348 0.585
C -0.099 -1.360 0.884
C 0.427 -1.271 -0.956
C 0.017 0.432 -0.190
O -0.528 2.360 0.113
H -0.160 0.124 0.192
H 0.359 0.078 -0.291
H 0.309 0.147 -0.045
H 0.055 -0.842 0.005
H -0.406 0.413 0.197
H 0.320 0.385 -0.174
H -0.332 -0.418 0.231
H -0.020 -0.034 0.016
C -0.547 -1.357 -0.096
C -1.351 -1.191 0.350
C -0.639 -0.961 1.150
O 2.624 3.183 -1.638
H -0.162 0.412 0.514
H 0.083 0.119 -0.383
H -0.167 -0.096 -0.003
H 0.027 -0.114 0.283
H 0.105 0.184 0.143
H 0.255 0.399 -0.104
H -0.056 -0.460 -0.240
H -0.180 -0.119 0.041

=====

(2)
Below is a molecular structure, C19H16BrCoN5O4S in a non-equilibrium geometry, with properties calculated with the ωB97M-V functional and the def2-TZVPD basis.

Multiplicity: 4
ΔE to the lowest compared entry with this formula, charge and spin in kcal per mole: 156.2
Total charge: -2
HOMO-LUMO gap (spin up / spin down) in eV: 2.83 / 4.63

Cartesian coordinates (Å):
Co (0.08847, -0.00759, -0.02089)
C (-3.63472, 0.01326, -1.45934)
C (-2.15719, 0.00408, -1.19097)
N (-1.64035, 0.00349, 0.02140)
N (-2.10185, 0.00494, 1.30864)
C (-1.03216, -0.01089, 2.14219)
O (0.25472, -0.02851, 1.88332)
C (-1.31421, -0.01470, 3.60116)
C (-0.29572, -0.02804, 4.55231)
C (-0.58197, -0.03088, 5.91227)
C (-1.89770, -0.02062, 6.35289)
C (-2.92914, -0.00734, 5.41652)
C (-2.63986, -0.00426, 4.06262)
C (-1.16713, 0.00115, -2.31056)
C (-1.64185, 0.00437, -3.64861)
C (-0.74246, 0.00533, -4.68004)
C (0.63569, 0.00625, -4.38726)
C (1.02407, 0.00271, -3.05674)
N (0.19138, -0.00317, -2.02389)
H (-4.18270, 0.01774, -0.51706)
H (-3.92908, -0.87592, -2.02645)
H (-3.91614, 0.90570, -2.02792)
H (0.73401, -0.03599, 4.21916)
H (0.23434, -0.04121, 6.62608)
H (-2.11997, -0.02295, 7.41492)
H (-3.96388, 0.00080, 5.74266)
H (-3.44416, 0.00620, 3.33987)
H (-2.70364, 0.00654, -3.85894)
H (-1.08654, 0.00838, -5.70986)
H (1.38084, 0.01185, -5.17385)
H (2.07511, 0.01196, -2.79993)
O (6.18323, 0.17948, 0.27552)
C (4.82690, 0.03108, 0.11114)
C (4.30116, -0.90518, -0.77366)
C (2.92442, -0.99285, -0.88191)
N (2.07639, -0.24657, -0.19567)
C (2.62155, 0.67547, 0.66955)
Br (1.37763, 1.73212, 1.61564)
C (3.99163, 0.84002, 0.84948)
H (6.63179, -0.44662, -0.29998)
H (4.93438, -1.55494, -1.36595)
H (2.46398, -1.71027, -1.55042)
H (4.38552, 1.57300, 1.53712)
O (0.41167, -4.50390, -0.16589)
S (-0.43709, -3.34609, 0.24756)
N (0.05962, -2.00042, -0.00121)
O (0.13410, 1.83327, -0.04022)

Forces on the atoms, in the same order (eV/Å):
Co 3.302 -2.422 -2.911
C 0.146 -0.037 0.038
C 0.723 0.063 -0.883
N -0.915 0.329 0.684
N 0.519 0.140 -0.303
C 0.316 -0.469 0.765
O -4.976 -4.211 2.280
C -1.059 0.038 -0.211
C 0.259 0.005 0.006
C -0.113 0.010 -0.125
C -0.020 0.003 0.164
C 0.118 0.000 -0.072
C -0.075 0.001 0.238
C -2.121 -0.007 1.328
C 0.316 0.003 -0.150
C -0.156 0.004 -0.030
C 0.317 0.002 -0.200
C -0.515 0.128 0.238
N -1.306 -0.065 -2.045
H 0.070 -0.001 0.037
H -0.123 0.062 -0.039
H -0.115 -0.056 -0.038
H -0.049 0.002 -0.117
H -0.014 0.000 0.019
H -0.003 -0.002 -0.004
H 0.009 -0.002 0.029
H 0.093 -0.002 -0.094
H -0.009 -0.004 0.077
H -0.004 -0.006 0.003
H 0.014 0.005 0.025
H 0.102 0.115 -0.137
O 0.048 0.081 0.068
C 0.172 -0.216 -0.193
C 0.023 0.161 0.093
C -0.371 -0.379 0.013
N 1.729 2.221 2.188
C -0.824 -0.615 -0.614
Br 5.576 5.083 1.256
C -0.240 -0.005 0.008
H -0.069 -0.035 -0.026
H 0.032 0.006 0.024
H -0.032 -0.113 0.128
H -0.049 0.016 0.007
O -0.254 -0.185 0.149
S 0.433 -0.160 -0.251
N -0.109 -0.489 -0.055
O -0.797 1.003 -1.369

=====

(3)
Below is a single C2H4N4O2 molecule in a non-equilibrium geometry, with properties calculated with the ωB97M-V functional and the def2-TZVPD basis.

Multiplicity: 1
ΔE to the lowest compared entry with this formula, charge and spin in kcal per mole: 13.1
HOMO-LUMO gap in eV: 9.64

Cartesian coordinates (Å):
C (0.45124, 1.25707, -0.07889)
C (0.44842, -0.85167, -0.16799)
H (-1.95784, -1.23961, 1.56168)
H (-2.62888, -1.21379, -0.05404)
H (1.74438, 2.55201, -0.44728)
H (-0.12578, -2.48374, 0.23018)
N (-1.79579, -1.20602, 0.55364)
N (-0.81943, -0.41612, 0.08173)
N (-0.74307, 0.93848, 0.28871)
N (1.25456, 0.17224, -0.36163)
O (0.80577, 2.58711, -0.25057)
O (0.73125, -2.14553, -0.21773)

Forces on the atoms, in the same order (eV/Å):
C -0.055 -0.003 -0.424
C 0.461 1.241 -0.646
H 0.031 0.538 -0.542
H 0.648 0.121 0.875
H 0.386 0.206 -0.093
H 1.576 -0.231 -1.030
N -1.232 -1.424 -0.285
N 1.890 0.872 0.667
N -1.702 1.139 -0.127
N 0.243 -0.049 0.011
O -0.247 -2.229 0.471
O -1.999 -0.181 1.122

=====

(4)
Below is 2 unconnected molecules or ions with the total composition C2H4N2O2 in a non-equilibrium geometry, with properties calculated with the ωB97M-V functional and the def2-TZVPD basis.

Multiplicity: 1
ΔE to the lowest compared entry with this formula, charge and spin in kcal per mole: 89.2
HOMO-LUMO gap in eV: 11.48

Cartesian coordinates (Å):
C (-1.63569, 0.04897, 0.56953)
C (1.60502, 0.34338, 0.35202)
N (1.92004, 0.72011, -0.72475)
N (-0.81502, -0.03504, -0.34413)
O (1.72034, -0.01341, 1.43998)
O (-0.63068, -1.33001, -0.81873)
H (-2.25438, -0.69303, 1.08614)
H (-1.48054, 1.07041, 1.11627)
H (0.19012, -1.30464, -1.25259)
H (1.38080, 1.19325, -1.42375)

Forces on the atoms, in the same order (eV/Å):
C -0.752 2.796 3.589
C 1.402 0.135 1.240
N 0.326 0.882 -3.083
N 1.571 -0.919 -1.463
O -1.000 -0.815 1.750
O -2.265 -0.352 0.761
H 0.336 -0.181 -0.612
H -1.120 -1.692 -1.166
H 1.706 0.230 -1.127
H -0.202 -0.083 0.111

=====

(5)
Below is a single C2H6N2 molecule in a non-equilibrium geometry, with properties calculated with the ωB97M-V functional and the def2-TZVPD basis.

Multiplicity: 1
ΔE to the lowest compared entry with this formula, charge and spin in kcal per mole: 51.3
HOMO-LUMO gap in eV: 10.08

Cartesian coordinates (Å):
C (-1.06616, -0.60085, -0.30794)
C (0.20175, -0.72191, 0.38468)
H (-0.83885, -0.10283, -1.19179)
H (-1.61340, 0.01032, 0.32804)
H (-1.54534, -1.58102, -0.54786)
H (0.44024, -1.70952, 0.83367)
H (1.86174, 1.70269, -0.30208)
H (0.38795, 1.75806, 0.48405)
N (1.23125, 0.00850, 0.49009)
N (0.94083, 1.23656, -0.17086)

Forces on the atoms, in the same order (eV/Å):
C 0.228 -1.656 -0.282
C 2.462 -3.860 1.570
H -0.085 1.199 -1.763
H -1.966 1.105 0.749
H 0.367 0.861 0.602
H -0.536 0.420 0.006
H -1.165 -0.165 0.357
H -0.127 0.744 0.115
N -1.021 0.576 -0.813
N 1.842 0.775 -0.541

=====

(6)
Below is a molecular structure, C27H26BeN4O5S, with properties calculated with the ωB97M-V functional and the def2-TZVPD basis.

Multiplicity: 1
HOMO-LUMO gap in eV: 6.84

Cartesian coordinates (Å):
Be (-0.60644, 0.34544, 0.59207)
N (-3.74710, -1.49432, 0.36860)
C (-2.94584, -0.79726, -0.47313)
O (-1.89598, -0.28397, 0.01476)
C (-3.30407, -0.65188, -1.81858)
C (-2.48966, 0.09249, -2.70069)
N (-1.82371, 0.70180, -3.41997)
C (-4.49612, -1.23761, -2.30958)
N (-5.48812, -1.70789, -2.66558)
H (-3.38200, -1.72609, 1.27617)
H (-4.50564, -2.04182, -0.00235)
O (-0.58624, 0.18427, 4.18295)
C (-0.47626, -0.51688, 3.19233)
O (-0.20999, -0.07141, 2.00516)
C (-0.63112, -2.01342, 3.28899)
C (-1.23769, -2.56203, 4.41350)
C (-1.41556, -3.93375, 4.50916)
C (-0.97879, -4.76518, 3.48620)
C (-0.36651, -4.22213, 2.36499)
C (-0.19741, -2.84910, 2.26458)
H (-1.56160, -1.89665, 5.20316)
H (-1.89293, -4.35795, 5.38347)
H (-1.11074, -5.83688, 3.56751)
H (-0.02667, -4.86496, 1.56230)
H (0.27752, -2.41675, 1.39432)
C (2.76312, 0.93275, -3.92167)
O (2.94931, 1.23234, -2.54053)
C (2.35557, 2.32152, -2.02451)
C (1.62333, 3.24378, -2.76854)
C (1.16341, 4.40806, -2.18084)
C (1.40695, 4.67006, -0.83842)
C (2.09570, 3.73962, -0.08657)
C (2.55774, 2.56096, -0.66010)
N (3.33737, 1.69985, 0.14768)
C (3.54007, 0.39588, 0.13675)
C (2.81152, -0.64659, -0.44865)
C (3.51485, -1.85725, -0.69886)
C (2.91166, -2.92124, -1.29602)
C (1.54026, -2.83175, -1.62787)
C (0.81069, -1.71537, -1.33446)
C (1.40450, -0.58324, -0.71288)
O (0.70486, 0.41703, -0.32620)
H (3.28731, -0.00504, -4.08173)
H (3.20287, 1.71375, -4.54597)
H (1.70833, 0.81222, -4.16397)
H (1.40504, 3.04334, -3.80716)
H (0.61473, 5.12145, -2.78184)
H (1.04995, 5.58061, -0.37809)
H (2.25794, 3.90997, 0.97214)
H (3.87958, 2.20063, 0.83654)
H (4.42330, 0.10302, 0.69724)
H (4.56495, -1.90286, -0.43119)
H (3.46651, -3.82260, -1.51501)
H (1.06072, -3.67998, -2.10128)
H (-0.24522, -1.65300, -1.56692)
C (-2.55206, 2.87695, -0.38540)
S (-1.37057, 2.57015, 0.95240)
C (-2.54162, 2.10563, 2.24749)
H (-2.93291, 1.93830, -0.78029)
H (-2.02646, 3.41216, -1.17169)
H (-3.36488, 3.48956, -0.00108)
H (-3.18562, 2.95624, 2.46232)
H (-1.96266, 1.83514, 3.12820)
H (-3.13148, 1.25189, 1.91662)

Forces on the atoms, in the same order (eV/Å):
Be 0.108 0.289 -0.031
N -0.022 -0.010 -0.041
C -0.092 -0.177 0.122
O -0.180 -0.101 -0.197
C -0.064 -0.041 -0.148
C 0.173 0.072 -0.032
N 0.080 0.019 0.036
C -0.110 0.067 -0.004
N 0.050 -0.075 0.056
H 0.052 -0.015 0.010
H -0.018 0.026 0.020
O -0.069 -0.027 -0.061
C -0.017 0.035 -0.036
O 0.308 -0.013 0.449
C -0.055 -0.013 -0.047
C 0.015 -0.005 0.029
C -0.003 0.000 0.021
C 0.018 -0.024 0.005
C -0.003 0.004 -0.034
C -0.045 0.008 0.022
H 0.012 0.001 -0.011
H 0.002 0.007 -0.005
H -0.013 0.007 -0.016
H 0.012 -0.014 0.027
H -0.008 0.001 -0.033
C 0.061 0.059 0.073
O -0.038 -0.257 -0.011
C 0.015 0.174 0.005
C -0.008 -0.123 -0.015
C -0.057 0.067 0.101
C -0.054 0.013 -0.099
C -0.018 -0.160 0.101
C -0.302 0.202 -0.074
N 0.110 -0.201 0.140
C -0.074 0.102 0.120
C -0.163 -0.122 -0.158
C 0.065 0.049 0.023
C 0.001 -0.039 -0.028
C 0.129 0.011 0.067
C -0.167 0.039 -0.075
C 0.104 -0.229 0.056
O 0.059 0.456 -0.160
H -0.020 0.005 -0.036
H -0.010 -0.007 -0.003
H -0.089 -0.023 0.037
H 0.050 0.032 -0.005
H -0.022 -0.024 0.009
H -0.005 -0.012 -0.004
H 0.017 -0.021 -0.016
H 0.143 0.014 -0.081
H 0.002 0.039 0.025
H -0.008 -0.017 -0.020
H 0.003 0.003 0.028
H -0.048 0.041 -0.011
H 0.018 -0.010 -0.006
C 0.222 -0.026 0.121
S -0.086 -0.106 -0.101
C 0.140 0.045 -0.088
H -0.043 0.036 0.023
H -0.005 -0.011 -0.070
H -0.001 0.042 -0.039
H -0.025 -0.027 0.024
H 0.002 -0.031 0.016
H -0.034 -0.004 0.028

=====

- Which of these has the highest multiplicity?
  C19H16BrCoN5O4S

=====

- multiplicity of number 5 (C2H6N2)?
  1